(1)
20
Properties=species:S:1:pos:R:3:forces:R:3:mulliken_charge:R:1 method="wB97M-V/def2-TZVPD" gap_ha="0.3344 / 0.3344" homo_energy_ha="-0.4746 / -0.4746" total_charge=+1 multiplicity=1
N 2.82361 -0.31447 -0.42042 0.07 0.10 0.14 0.10
H -1.92527 -0.49386 -1.52833 0.11 -0.08 0.36 0.22
N 2.46485 -1.45463 0.09460 -1.37 -0.02 -0.28 -0.47
H -2.45653 1.78544 -0.11792 -0.19 0.12 -0.02 0.41
C -1.99754 -0.34125 -0.43463 0.12 0.39 -0.37 0.20
N -0.95973 -1.30582 0.17518 -0.72 0.19 0.25 0.03
H -3.74861 -0.07911 0.42407 0.19 -0.01 0.01 0.35
C 0.37899 -0.79506 0.13183 3.17 -0.13 -0.11 -0.50
O -3.22466 -0.77901 0.01341 -0.19 -0.16 0.03 -0.48
C 0.67742 0.49601 0.11868 -0.64 -0.91 -0.17 0.62
C -0.38784 1.48787 0.12338 -0.38 -0.20 0.02 -0.71
H -0.15239 2.51991 0.32350 -0.10 0.22 0.03 0.45
C -1.63981 1.08305 -0.09793 0.10 0.02 0.11 -0.58
H 2.36802 1.72728 -0.53778 0.04 -0.05 0.03 0.46
H -1.23601 -1.49069 1.15525 -0.04 0.07 -0.26 0.39
C 2.16288 0.86507 0.09568 0.01 -0.06 0.22 -0.79
H 2.50899 1.07609 1.11554 -0.05 0.04 -0.17 0.25
H -1.03261 -2.20479 -0.31514 0.06 0.19 0.14 0.41
H 2.49675 -1.42991 1.11786 -0.17 0.36 -0.18 0.31
H 2.87951 -0.35212 -1.43682 -0.02 -0.09 0.22 0.32



(2)
21
Properties=species:S:1:pos:R:3:forces:R:3:mulliken_charge:R:1 method="wB97M-V/def2-TZVPD" gap_ha="0.3160 / 0.3160" homo_energy_ha="-0.4983 / -0.4983" total_charge=+1 multiplicity=1
N 0.53483 -0.33693 1.42591 -1.57 -2.14 0.58 -0.46
C -1.41708 1.00978 -0.22023 1.13 -0.65 -1.00 0.62
H 0.41953 1.95061 -0.65874 -0.17 1.68 -0.99 0.24
H -1.07662 -1.62088 2.02867 1.03 1.16 -0.35 0.35
C 0.92284 0.41530 0.36907 0.92 -1.52 -3.07 0.50
H -1.82892 -0.94059 -0.62799 0.80 -1.35 -1.43 0.41
C -0.64352 -0.82780 1.34862 -1.80 -0.55 -0.90 -0.06
C 2.25726 1.11492 0.55980 0.01 -0.15 1.69 0.07
H -2.27562 2.67847 -1.15274 1.06 1.81 -0.74 0.20
N -2.35114 1.81154 -0.72164 0.44 -1.95 1.15 -0.33
O 1.56135 -0.65471 -1.05051 -1.54 2.01 3.07 -0.41
C -1.76418 -0.37994 0.25475 3.08 1.38 1.64 -0.92
H -3.28067 1.46149 -0.80002 -0.56 -0.46 0.32 0.24
H 2.22775 -2.18492 0.27232 -0.46 0.04 -1.94 0.26
H 1.92034 -2.44814 -1.64960 0.33 -0.32 0.91 0.30
H 0.60841 -2.49473 -0.44252 0.50 0.73 -0.33 0.18
N -0.08856 1.17333 -0.31257 -0.50 0.09 1.01 -0.11
H 2.94214 0.61714 1.36901 -0.93 0.53 -1.61 0.33
O 2.45019 2.18194 0.06340 0.17 0.12 -0.41 -0.46
H -2.71703 -0.52422 0.62976 -1.94 0.31 1.33 0.55
C 1.59871 -2.00165 -0.68474 -0.01 -0.77 1.07 -0.49



(3)
23
Properties=species:S:1:pos:R:3:forces:R:3:mulliken_charge:R:1 method="wB97M-V/def2-TZVPD" gap_ha=0.3637 homo_energy_ha=-0.3426 total_charge=0 multiplicity=1
H 0.21672 2.13457 0.15051 0.34 0.68 -0.47 0.10
H 2.69861 -0.49468 -2.96634 1.27 0.84 -1.07 0.24
H -1.90703 0.93030 -0.78610 -1.01 1.10 -0.03 0.31
H -2.66919 -1.32590 3.38083 1.60 1.23 -1.14 0.27
H 1.53596 -0.49396 3.24609 0.36 0.19 0.21 0.37
C -1.76409 -0.82675 2.83711 -1.55 -1.26 1.09 -0.21
N 1.89892 -0.78919 -2.49699 -1.17 3.80 0.28 -0.44
S 0.47894 -0.04493 -2.88555 1.58 2.23 0.73 1.11
H 0.13443 3.12759 -1.90484 0.78 -1.38 1.29 0.06
C -0.54563 -0.76178 3.43590 0.92 -0.38 1.49 -0.26
C 0.57935 -0.38888 2.77636 0.50 0.03 -3.18 -0.76
C -0.83484 -0.04134 0.86726 1.39 -0.77 -0.60 0.35
C -1.12338 0.24290 -0.65911 1.17 -2.95 0.28 -0.67
P 0.94207 2.08400 -1.08748 -1.23 0.93 -0.56 -0.13
C 0.49301 -0.11500 1.37459 -1.48 0.39 1.40 0.00
N -1.87648 -0.45517 1.59934 -1.04 0.89 -2.17 -0.48
H -1.47319 -0.74798 -1.08389 0.17 1.10 0.50 0.34
O 0.78263 1.05959 -3.72779 0.94 0.63 -0.33 -0.66
H 1.37561 0.06393 0.77084 -0.16 0.03 0.03 0.43
O -0.49795 -0.92046 -3.34150 -1.82 -2.64 -0.11 -0.62
H -0.33766 -1.13112 4.40430 -0.50 -0.22 1.18 0.36
N 0.07209 0.60396 -1.44733 -0.62 0.59 0.83 0.08
H 1.82111 -1.70969 -2.45622 -0.44 -5.08 0.35 0.21



(4)
22
Properties=species:S:1:pos:R:3:forces:R:3:mulliken_charge:R:1 method="wB97M-V/def2-TZVPD" gap_ha=0.3470 homo_energy_ha=-0.4760 total_charge=+1 multiplicity=1
H 0.38708 0.34144 2.19973 -0.21 -0.65 -0.38 0.45
H 1.13883 -1.00068 -1.83650 -1.74 0.03 0.38 0.32
H 0.77300 0.76746 -1.70221 -0.97 -0.35 0.46 0.35
C 0.62638 0.54785 1.15747 3.14 2.95 -0.56 -0.68
N -1.83736 1.17828 0.14966 5.22 -0.07 0.07 -1.04
N -1.35518 -0.05481 -0.05886 -0.11 -2.97 -1.05 0.68
H 2.84309 0.09437 1.57870 -0.96 0.91 -1.07 0.27
S -3.83598 -0.74401 0.03131 0.04 -0.61 -0.60 -0.28
H 0.14755 -1.24268 0.54196 -0.14 -0.80 -0.66 0.44
N 0.09281 -0.32289 0.11877 -1.71 0.45 -0.94 0.02
H -2.27653 -2.94895 -0.95097 -0.53 0.27 0.22 0.42
H 0.27870 1.56074 0.91589 -0.31 -0.45 0.29 0.31
C 2.39741 -0.02305 -0.60869 -0.80 -1.14 2.79 -0.59
H 3.09609 0.57193 -1.14277 0.30 0.18 -1.01 0.35
C -3.02737 1.39152 0.20021 -2.87 0.22 0.29 0.42
C 2.20526 0.63616 0.79518 0.48 0.09 1.66 -0.44
C -2.26442 -1.09815 -0.26743 0.32 0.12 0.70 0.62
H 2.71878 -1.08788 -0.52261 0.57 1.01 0.23 0.30
C 0.99525 -0.15339 -1.14836 1.09 0.57 -1.01 -0.39
H 2.51763 1.74404 0.79764 -0.53 -1.80 0.01 0.32
O -3.90838 2.12209 0.29605 -1.46 1.30 0.11 -0.36
O -1.71264 -2.27939 -0.54417 1.18 0.75 0.07 -0.49



| no. | largest force on an atom (Eh/bohr) |
| --- | --- |
| 1 | 0.0618 |
| 2 | 0.0775 |
| 3 | 0.0993 |
| 4 | 0.1015 |